This record from the Open Molecules 2025 dataset describes an isolated molecule of C5H3NO. The level of theory is ωB97M-V with the def2-TZVPD basis set.

Kohn-Sham gap   8.433 eV
E_LUMO   -0.634 eV

Geometry as ORCA input:
```
! RIJCOSX wB97M-V def2-TZVPD def2/J DEFGRID3
* xyz 0 1
C 0.689 0.292 0.868
N -0.474 2.750 -1.330
C -0.364 1.631 -1.038
H 0.950 -1.814 1.912
H -1.255 -0.863 -1.743
C 0.689 -0.940 1.336
H 1.107 1.249 1.240
C -0.703 -0.830 -0.787
C -0.102 0.360 -0.453
O -0.537 -1.835 -0.004
*
```

---

This record from the Open Molecules 2025 dataset describes an isolated molecule of C4H9NO2. The level of theory is ωB97M-V with the def2-TZVPD basis set.

Kohn-Sham gap   10.430 eV
SMILES string   C[C@@]1([C@@H](N)O)CO1
E_LUMO   0.841 eV

Geometry as ORCA input:
```
! RIJCOSX wB97M-V def2-TZVPD def2/J DEFGRID3
* xyz 0 1
H -1.276 0.358 -1.290
H 0.658 1.119 -2.064
H 0.340 1.684 1.857
H 0.606 -0.390 -2.672
C -0.083 -1.031 1.534
H -1.416 -1.788 -0.628
H 0.483 -0.873 2.445
N 0.728 0.138 -1.809
C -0.392 -0.206 -0.971
H -0.120 -2.068 1.223
O -1.245 -0.222 1.331
C 0.570 1.365 0.835
H 0.263 2.171 0.161
C -0.109 0.071 0.488
H 1.657 1.247 0.761
O -0.663 -1.574 -1.200
*
```

---

This record from the Open Molecules 2025 dataset describes CH4INS as an isolated structure. The level of theory is ωB97M-V with the def2-TZVPD basis set.

Kohn-Sham gap   9.391 eV
E_LUMO   0.086 eV

Geometry as ORCA input:
```
! RIJCOSX wB97M-V def2-TZVPD def2/J DEFGRID3
* xyz 0 1
H 0.190 -2.798 -0.218
I -3.171 -0.330 0.282
H 2.017 -2.222 -0.358
N -1.988 1.131 -0.494
H -1.219 1.850 1.321
H -0.695 2.615 -0.275
C -1.293 1.869 0.237
S 0.860 -1.675 0.000
*
```

---

This record from the Open Molecules 2025 dataset describes an isolated molecule of C5H11NO2. The level of theory is ωB97M-V with the def2-TZVPD basis set.

Kohn-Sham gap   10.202 eV
SMILES string   CC(C)[C@@H](N)C(=O)O
E_LUMO   0.772 eV

Geometry as ORCA input:
```
! RIJCOSX wB97M-V def2-TZVPD def2/J DEFGRID3
* xyz 0 1
N 1.266 0.000 -1.271
H -0.396 -1.550 2.376
C 0.100 -0.406 -0.516
H -0.484 2.163 1.257
H -0.884 2.847 -0.254
H 0.663 2.095 -0.113
H -0.462 -1.184 -1.035
C 0.597 -0.924 0.820
H -1.585 0.204 0.535
O 1.643 -0.789 1.374
H -2.109 1.906 -1.664
H 1.962 0.514 -0.751
C -1.804 0.868 -1.601
H -2.618 0.172 -1.760
C -1.004 0.667 -0.258
H 1.679 -0.694 -1.847
O -0.385 -1.690 1.434
C -0.375 1.982 0.183
H -1.006 0.683 -2.324
*
```

---

This record from the Open Molecules 2025 dataset describes an isolated molecule of C2H4N2. The level of theory is ωB97M-V with the def2-TZVPD basis set.

Kohn-Sham gap   10.970 eV
SMILES string   C=NN=C
E_LUMO   1.128 eV

Geometry as ORCA input:
```
! RIJCOSX wB97M-V def2-TZVPD def2/J DEFGRID3
* xyz 0 1
H -1.350 1.079 0.897
C -1.446 0.306 0.145
H 2.344 0.322 0.367
H 1.140 1.198 -0.813
H -2.366 0.538 -0.421
C 1.435 0.415 -0.098
N 0.630 -0.551 0.258
N -0.587 -0.515 -0.302
*
```

---

This record from the Open Molecules 2025 dataset describes C42H71BBiN5O4P2S as an isolated structure. The level of theory is ωB97M-V with the def2-TZVPD basis set.

Kohn-Sham gap   4.736 eV
E_LUMO   4.234 eV

Geometry as ORCA input:
```
! RIJCOSX wB97M-V def2-TZVPD def2/J DEFGRID3
* xyz -2 1
C -4.316 -0.392 1.309
H 6.331 -3.075 0.571
H -1.907 2.467 -4.177
H -0.534 -2.338 2.400
H -3.688 -1.202 0.943
C 2.683 3.245 -0.314
C -2.269 1.440 -4.111
H 2.287 -5.862 -2.715
H 1.288 -5.256 7.008
C -4.722 2.052 1.367
H -4.470 1.739 4.387
H 4.629 -4.904 0.635
H 4.034 -6.169 -2.691
H 3.581 -1.009 -3.407
N 3.459 -4.174 -0.915
C -0.709 3.923 -2.075
P 0.128 0.330 -3.403
H 4.691 -2.422 0.760
C -1.252 4.105 -0.776
H -2.496 1.238 -3.062
C 1.903 -3.829 3.457
C -1.509 -0.422 2.756
C -3.697 0.973 1.005
C 0.638 2.113 -3.224
O 1.906 -2.028 1.920
H -0.413 2.889 3.944
H -2.824 -0.881 -5.393
C -3.487 1.075 -0.507
H -0.282 0.107 -6.599
H -0.328 1.801 -6.094
C 2.651 -0.578 -3.015
H -0.436 4.784 -4.026
C 1.240 -3.511 5.755
H 2.889 0.366 -2.522
C -3.476 1.310 4.534
C 1.903 -5.689 4.994
H 1.704 2.141 -2.976
H 0.875 -2.856 6.538
C -1.448 -1.798 2.137
H 0.873 -2.435 -3.976
H -1.794 1.014 -6.685
H 5.407 -4.862 -0.951
C -1.262 0.429 -4.676
H 3.284 -0.050 -5.551
H -3.538 0.253 4.304
H 5.497 -2.342 -0.809
C -2.959 3.519 3.621
N -0.085 2.697 -2.113
H 2.443 -5.812 2.908
H -5.009 2.024 2.417
H -0.690 3.174 2.043
H -4.432 0.842 -1.012
C -2.113 -1.578 4.802
C 2.115 -5.178 3.722
H -2.327 3.358 1.439
C 1.666 -0.415 -4.185
C 1.460 -3.002 4.483
O 2.439 4.444 -0.543
C 3.456 -4.100 -2.363
H 3.314 1.259 2.509
C -2.137 6.221 -1.450
H -1.513 -1.804 1.057
C -0.873 4.900 -3.042
N 1.403 0.835 1.774
C -1.959 -0.934 -4.721
H -2.687 7.125 -1.218
H -4.459 -0.546 2.381
H 0.472 2.686 -4.140
H 2.299 -2.297 -5.008
N 2.506 -4.119 1.157
C 2.089 -3.247 2.066
C 3.259 -5.466 -3.008
H 2.070 -6.743 5.188
H 4.407 -3.657 -2.676
H -3.156 -1.635 4.458
H -2.355 5.398 0.537
H -5.292 -0.461 0.814
B -0.202 2.073 -0.829
C 1.356 -1.810 -4.733
H 0.844 1.457 2.353
H -1.730 6.820 -3.466
C 2.759 1.398 1.574
H 1.455 -0.062 2.261
C 2.336 -3.959 -0.166
H -3.245 1.406 5.602
H -1.652 -2.557 4.637
H -1.303 -1.730 -5.077
H 3.253 0.824 0.790
H -3.848 3.645 3.006
C -1.108 2.237 4.480
H -0.609 1.305 4.705
Bi 0.117 -0.012 -0.039
C 5.359 -2.956 0.084
C -0.884 0.862 -6.092
H -4.375 3.056 1.117
H -3.202 1.375 -4.681
H 0.729 -1.779 -5.627
H -2.295 -2.418 2.467
H -5.629 1.878 0.775
C -1.960 5.250 -0.461
H 3.291 -5.391 -4.098
H -3.185 2.080 -0.810
C 2.339 0.429 -5.272
H 2.582 1.430 -4.917
S 0.840 -3.667 -0.910
H 1.733 0.516 -6.174
H -2.205 4.233 3.289
H -2.314 -1.217 -3.729
H 1.885 3.371 1.696
C 4.754 -4.309 -0.268
H 2.251 -1.260 -2.261
H 3.621 3.364 1.583
C 1.464 -4.856 6.017
H -2.731 0.372 -0.859
H 1.259 -1.963 4.258
O -1.394 -0.540 4.190
C -1.599 6.047 -2.717
H -1.334 2.746 5.427
H -2.113 -1.370 5.876
N -0.942 2.987 -0.016
O 2.962 2.338 -1.132
C 2.724 2.871 1.197
H 2.658 -3.428 -2.670
C -2.429 2.065 3.695
C -1.410 2.785 1.320
H -3.235 3.810 4.643
P -2.014 1.057 1.987
*
```

---

Table of ΔE to the lowest compared entry with this formula, charge and spin (kcal/mol), in record order: 61.44; 54.69; 25.06; 18.55; 56.02; 29.67
Table of F_max (eV/A), in record order: 2.74; 1.95; 0.96; 2.41; 3.80; 0.84
Table of highest occupied orbital energy (eV), in record order: -9.07; -9.59; -9.31; -9.43; -9.84; -0.50